(1)
An isolated molecule of C18H21NO2. Source: the OMol25 dataset; level of theory: wB97M-V/def2-TZVPD.

Last column: Löwdin charge in e.
Cartesian coordinates (Å):
C (-2.308, -1.773, 2.317)  -0.077
O (-1.781, -1.667, 1.018)  -0.103
C (-2.301, -0.723, 0.172)  -0.236
C (-3.331, 0.143, 0.514)  -0.030
C (-3.806, 1.060, -0.409)  -0.092
C (-3.256, 1.127, -1.673)  -0.099
C (-2.223, 0.268, -2.012)  -0.039
C (-1.738, -0.663, -1.111)  -0.136
C (-0.660, -1.632, -1.518)  -0.102
N (0.477, -1.649, -0.627)  0.088
C (1.729, -1.364, -1.038)  -0.509
O (1.991, -1.026, -2.175)  0.052
C (2.807, -1.589, 0.014)  -0.100
C (3.867, -0.488, -0.038)  -0.185
C (3.497, 0.704, 0.852)  -0.156
C (2.119, 1.230, 0.565)  -0.248
C (1.106, 1.118, 1.509)  -0.048
C (-0.156, 1.626, 1.257)  -0.087
C (-0.426, 2.243, 0.049)  -0.095
C (0.570, 2.339, -0.907)  -0.067
C (1.834, 1.842, -0.649)  -0.038
H (-2.162, -0.849, 2.887)  0.093
H (-1.756, -2.581, 2.796)  0.096
H (-3.373, -2.026, 2.302)  0.098
H (-3.777, 0.111, 1.496)  0.104
H (-4.611, 1.723, -0.127)  0.105
H (-3.623, 1.844, -2.391)  0.102
H (-1.784, 0.316, -2.998)  0.118
H (-0.275, -1.373, -2.507)  0.122
H (-1.091, -2.643, -1.555)  0.136
H (0.280, -1.861, 0.337)  0.124
H (2.370, -1.663, 1.011)  0.111
H (3.268, -2.549, -0.230)  0.124
H (3.961, -0.168, -1.078)  0.107
H (4.833, -0.879, 0.285)  0.109
H (4.229, 1.499, 0.692)  0.118
H (3.558, 0.399, 1.900)  0.111
H (1.312, 0.642, 2.459)  0.109
H (-0.929, 1.549, 2.008)  0.100
H (-1.408, 2.644, -0.146)  0.096
H (0.362, 2.811, -1.856)  0.106
H (2.608, 1.929, -1.396)  0.120

Its frontier orbital gap is 9.243 eV. As for the net charge: 0. For the largest force on an atom, the calculation gives 0.5 eV/Å. The HOMO energy is -8.61 eV. The calculation puts the total energy at -24592.6179 eV.



(2)
A cluster of 15 separate species, C4H36NO14 in total in a non-equilibrium geometry. Source: the OMol25 dataset; level of theory: wB97M-V/def2-TZVPD.

Last column: Löwdin charge in e.
Cartesian coordinates (Å):
C (-0.421, 1.231, 0.724)  -0.055
C (-0.895, 0.164, -0.201)  -0.256
C (-0.169, -0.919, -0.506)  0.102
C (-3.082, 0.281, -1.387)  0.104
N (-2.407, 0.267, -0.351)  0.086
H (-0.847, 2.230, 0.674)  0.070
H (-0.735, 1.044, 1.805)  0.095
H (0.681, 1.200, 0.694)  0.063
H (-0.474, -1.552, -1.288)  0.041
H (0.830, -1.067, -0.126)  0.071
H (-4.051, 0.679, -1.430)  0.099
H (-2.646, -0.007, -2.411)  0.146
H (-2.923, 0.571, 0.635)  0.216
H (3.375, 1.715, 2.436)  0.152
H (2.556, 1.412, 1.102)  -0.049
O (3.075, 1.014, 1.745)  -0.050
H (-3.354, 0.760, 3.214)  0.074
H (-2.112, -0.143, 3.045)  0.013
O (-2.759, 0.379, 2.579)  -0.050
H (3.152, -1.573, 2.838)  0.132
H (2.656, -0.595, 1.884)  0.010
O (2.417, -1.568, 2.112)  -0.150
H (2.498, 3.219, -0.572)  0.087
H (1.067, 3.248, 0.201)  0.042
O (1.979, 2.925, 0.223)  -0.072
H (3.381, 0.569, -2.812)  0.107
H (1.847, 0.736, -2.308)  -0.046
O (2.639, 1.182, -2.481)  -0.050
H (1.294, 3.345, -2.350)  -0.015
H (0.256, 2.386, -2.362)  0.063
O (0.357, 3.460, -2.326)  -0.112
H (0.362, -0.730, 2.836)  0.044
H (-0.499, -1.964, 3.238)  -0.059
O (-0.490, -1.113, 3.058)  0.008
H (0.419, 0.398, -3.576)  0.031
H (-0.572, 1.527, -4.009)  0.102
O (-0.282, 1.005, -3.227)  -0.092
H (3.433, -0.692, 0.328)  0.019
H (3.707, -2.061, -0.319)  0.085
O (3.230, -1.197, -0.505)  -0.101
H (-2.180, -3.949, 0.441)  0.047
H (-1.672, -3.230, -0.667)  0.015
O (-1.547, -3.294, 0.248)  -0.013
H (-2.335, -2.594, 2.344)  -0.002
H (-3.293, -1.444, 1.885)  -0.022
O (-3.224, -2.335, 2.173)  -0.026
H (-1.502, 3.443, -1.013)  0.006
H (-3.023, 3.559, -0.586)  0.093
O (-2.255, 2.956, -0.726)  -0.050
H (0.128, -3.483, 1.507)  0.005
H (1.430, -3.099, 2.077)  0.062
O (0.517, -3.467, 2.399)  -0.105
H (1.613, -1.449, -3.906)  0.090
H (0.208, -1.969, -3.213)  0.002
O (0.646, -1.409, -3.788)  -0.008

Its frontier orbital gap is 9.498 eV. As for the net charge: +1. For the largest force on an atom, the calculation gives 8.0 eV/Å. The HOMO energy is -12.99 eV. The calculation puts the total energy at -34878.0106 eV.



(3)
The ion C9H13F3N5O2 with charge +1 in a non-equilibrium geometry. Source: the OMol25 dataset; level of theory: wB97M-V/def2-TZVPD.

Last column: Löwdin charge in e.
Cartesian coordinates (Å):
C (3.468, -1.775, 0.420)  -0.109
C (4.309, -0.779, -0.418)  -0.196
C (3.658, 0.644, -0.532)  -0.175
O (2.603, 0.762, 0.432)  -0.123
C (1.563, 1.568, 0.021)  -0.138
C (0.257, 0.781, -0.087)  -0.127
N (0.137, -0.534, -0.285)  0.173
N (-1.142, -0.835, -0.361)  0.172
N (-1.803, 0.240, -0.200)  -0.047
C (-3.260, 0.473, -0.211)  -0.063
C (-4.096, -0.747, -0.634)  -0.025
C (-3.977, -1.963, 0.297)  -0.669
F (-3.176, -2.865, -0.261)  0.146
F (-5.150, -2.574, 0.418)  0.162
F (-3.561, -1.624, 1.512)  0.159
N (-0.996, 1.275, -0.005)  -0.007
N (-1.333, 2.618, 0.233)  0.215
C (-1.103, 2.869, 1.456)  -0.191
O (-0.853, 3.288, 2.486)  0.324
H (3.547, -1.537, 1.489)  0.077
H (3.868, -2.790, 0.280)  0.078
H (2.416, -1.811, 0.118)  0.046
H (4.415, -1.231, -1.415)  0.106
H (5.302, -0.723, 0.041)  0.106
H (3.316, 0.740, -1.573)  0.122
H (4.462, 1.368, -0.343)  0.127
H (1.421, 2.449, 0.673)  0.135
H (1.718, 1.990, -0.991)  0.150
H (-3.594, 0.916, 0.736)  0.142
H (-3.442, 1.254, -0.966)  0.143
H (-3.836, -1.041, -1.659)  0.142
H (-5.139, -0.407, -0.669)  0.146

Its frontier orbital gap is 9.205 eV. As for the net charge: +1. For the largest force on an atom, the calculation gives 2.5 eV/Å. The HOMO energy is -13.58 eV. The calculation puts the total energy at -29231.1042 eV.



Q: The highest HOMO energy belongs to which entry?
A: C18H21NO2



Copy entry 2 word for word.
A cluster of 15 separate species, C4H36NO14 in total in a non-equilibrium geometry. Source: the OMol25 dataset; level of theory: wB97M-V/def2-TZVPD.

Last column: Löwdin charge in e.
Cartesian coordinates (Å):
C (-0.421, 1.231, 0.724)  -0.055
C (-0.895, 0.164, -0.201)  -0.256
C (-0.169, -0.919, -0.506)  0.102
C (-3.082, 0.281, -1.387)  0.104
N (-2.407, 0.267, -0.351)  0.086
H (-0.847, 2.230, 0.674)  0.070
H (-0.735, 1.044, 1.805)  0.095
H (0.681, 1.200, 0.694)  0.063
H (-0.474, -1.552, -1.288)  0.041
H (0.830, -1.067, -0.126)  0.071
H (-4.051, 0.679, -1.430)  0.099
H (-2.646, -0.007, -2.411)  0.146
H (-2.923, 0.571, 0.635)  0.216
H (3.375, 1.715, 2.436)  0.152
H (2.556, 1.412, 1.102)  -0.049
O (3.075, 1.014, 1.745)  -0.050
H (-3.354, 0.760, 3.214)  0.074
H (-2.112, -0.143, 3.045)  0.013
O (-2.759, 0.379, 2.579)  -0.050
H (3.152, -1.573, 2.838)  0.132
H (2.656, -0.595, 1.884)  0.010
O (2.417, -1.568, 2.112)  -0.150
H (2.498, 3.219, -0.572)  0.087
H (1.067, 3.248, 0.201)  0.042
O (1.979, 2.925, 0.223)  -0.072
H (3.381, 0.569, -2.812)  0.107
H (1.847, 0.736, -2.308)  -0.046
O (2.639, 1.182, -2.481)  -0.050
H (1.294, 3.345, -2.350)  -0.015
H (0.256, 2.386, -2.362)  0.063
O (0.357, 3.460, -2.326)  -0.112
H (0.362, -0.730, 2.836)  0.044
H (-0.499, -1.964, 3.238)  -0.059
O (-0.490, -1.113, 3.058)  0.008
H (0.419, 0.398, -3.576)  0.031
H (-0.572, 1.527, -4.009)  0.102
O (-0.282, 1.005, -3.227)  -0.092
H (3.433, -0.692, 0.328)  0.019
H (3.707, -2.061, -0.319)  0.085
O (3.230, -1.197, -0.505)  -0.101
H (-2.180, -3.949, 0.441)  0.047
H (-1.672, -3.230, -0.667)  0.015
O (-1.547, -3.294, 0.248)  -0.013
H (-2.335, -2.594, 2.344)  -0.002
H (-3.293, -1.444, 1.885)  -0.022
O (-3.224, -2.335, 2.173)  -0.026
H (-1.502, 3.443, -1.013)  0.006
H (-3.023, 3.559, -0.586)  0.093
O (-2.255, 2.956, -0.726)  -0.050
H (0.128, -3.483, 1.507)  0.005
H (1.430, -3.099, 2.077)  0.062
O (0.517, -3.467, 2.399)  -0.105
H (1.613, -1.449, -3.906)  0.090
H (0.208, -1.969, -3.213)  0.002
O (0.646, -1.409, -3.788)  -0.008

Its frontier orbital gap is 9.498 eV. As for the net charge: +1. For the largest force on an atom, the calculation gives 8.0 eV/Å. The HOMO energy is -12.99 eV. The calculation puts the total energy at -34878.0106 eV.